34
Properties=species:S:1:pos:R:3:forces:R:3 method="wB97M-V/def2-TZVPD" multiplicity=3 e_above_lowest_ev=0.000 e_tot_ha=-8862.65642 e_lumo_ev="-5.80 / -5.84" charge=+1 max_force_ev_per_a=3.68 e_homo_ev="-12.659 / -12.658"
Y -7.43720 28.20986 8.52654 -2.21 1.20 1.53
Ni -10.27391 30.08410 10.06441 0.42 -0.87 -0.74
P -8.05430 30.54705 9.54036 -0.80 -3.43 1.08
O -6.59392 30.10192 9.35725 0.45 1.35 -1.35
O -8.89727 29.96689 8.29393 1.08 2.00 -1.87
O -8.83851 31.51431 10.38795 0.51 0.96 -1.07
O -8.49240 29.14313 10.24018 0.25 -1.38 2.37
As -10.90047 26.56885 9.60199 -0.42 -0.34 0.74
F -11.65909 26.61103 8.09627 -0.03 0.21 -0.40
F -12.31761 26.32362 10.46980 -0.37 0.17 0.15
F -9.97306 26.69282 11.02129 0.32 0.17 0.09
F -9.32686 27.00228 8.71038 1.09 0.10 -0.67
F -11.14902 28.34753 9.68776 -0.32 0.27 0.14
F -10.50836 24.93732 9.42757 0.27 -0.47 -0.15
C -15.26868 27.37196 9.21021 -0.02 -0.10 -0.07
Cl -16.86096 26.87038 9.74541 -0.13 -0.06 0.09
Cl -15.32363 28.96342 8.41516 0.01 0.01 0.02
H -14.61350 27.43582 10.06913 0.03 0.04 -0.01
H -14.91039 26.64961 8.48701 0.08 0.04 -0.02
C -8.85232 23.00491 7.75484 -0.07 0.22 0.11
Cl -7.79614 22.84631 9.17505 0.00 0.12 -0.05
Cl -8.36489 21.94727 6.44242 -0.06 -0.06 -0.02
H -9.86746 22.79719 8.07123 0.03 -0.23 -0.08
H -8.80623 24.03038 7.40533 0.08 -0.01 0.00
C -12.93236 31.14472 6.83490 0.32 0.21 -0.41
Cl -12.21143 30.67532 8.41703 -0.40 0.00 0.37
Cl -11.94300 30.60408 5.49311 -0.04 0.07 0.08
H -13.90130 30.66644 6.77027 0.02 -0.08 0.24
H -12.99615 32.22505 6.84353 0.01 0.00 -0.04
C -12.67593 22.63735 10.75665 0.39 0.31 0.06
Cl -13.77985 23.74003 9.91967 -0.16 -0.08 -0.03
Cl -13.45675 21.15002 11.25663 0.03 -0.11 -0.06
H -11.84887 22.44681 10.08123 -0.13 -0.30 -0.06
H -12.27759 23.13319 11.63588 -0.22 0.07 0.04